{
  "formula": "C2H3LiO2V",
  "method": "ωB97M-V/def2-TZVPD",
  "species": ["H", "O", "C", "C", "O", "V", "Li", "H", "H"],
  "xyz": [[-1.107313, -0.148090, -0.960215], [-1.464017, 0.671375, 1.697395], [-0.710427, -0.050035, 1.078755], [-0.290397, 0.303134, -0.327484], [0.994449, -0.118031, -0.663222], [2.000172, 0.655795, -1.971681], [1.567990, -1.596654, 0.205100], [-0.559933, -1.112820, 1.384679], [-0.430521, 1.395323, -0.443325]],
  "atomic_forces_ev_per_a": [[0.84, 0.07, 0.28], [1.34, -1.05, -0.35], [-2.10, 0.99, -0.01], [-1.60, 1.04, -0.14], [-0.38, -1.48, 1.13], [1.13, 0.83, -1.39], [0.14, -0.04, -0.03], [0.43, 0.03, 0.38], [0.19, -0.41, 0.12]],
  "nbo_charge": [0.213, -0.434, 0.385, -0.200, -1.011, 0.803, 0.953, 0.080, 0.211],
  "e_lumo_ev": [-4.46, -4.65],
  "gap_ev": [7.01, 9.18],
  "charge": 1,
  "homo_energy_ev": [-11.47, -13.83],
  "multiplicity": 5,
  "molar_mass_g_mol": 116.9,
  "total_energy_ha": -1179.69787
}